# 1
ORCA calculation (the ωB97M-V functional and the def2-TZVPD basis) on a molecular structure, C15H35N8O14Pb in a non-equilibrium geometry.

CARTESIAN COORDINATES (ANGSTROEM)
Pb 0.04475 0.03719 0.03828
O -1.38583 -0.88139 1.95664
O 0.27767 1.96310 -3.59772
O 0.53861 1.75017 2.22473
O 0.77669 0.19088 -2.45204
O 1.77372 -1.36534 1.31206
O -1.50230 1.87576 0.05361
O -3.06330 -2.03227 2.73727
O -2.33105 -0.45442 -1.18471
O -2.95524 0.06724 3.15859
O 1.99922 2.93237 3.30648
O 1.48342 0.37306 -4.46976
O -0.49448 -2.52664 -0.98104
O 2.30325 1.29458 -0.36118
O 1.08522 1.23202 4.27444
N 3.60972 -1.92516 2.50443
N 1.24695 1.93070 3.25678
N -2.46212 -0.94232 2.62344
N 0.83004 0.85089 -3.52299
N 4.56010 1.16760 -0.39643
N -4.38942 0.36816 -1.57333
N -1.99158 -4.18559 -0.55585
N -1.41778 4.15123 -0.10589
C 3.35186 3.22030 0.35213
C -2.62828 0.50216 -3.30703
C -3.04069 -3.49215 0.16410
C -4.88437 0.13084 -0.21555
C 3.88602 -0.57441 2.98100
C -0.95463 -3.64005 -1.19159
C -0.24654 4.28081 -0.96559
C 3.39321 1.81314 -0.12849
C -3.19384 3.08929 1.13298
C -3.13176 0.08209 -1.94166
C 2.63140 -2.17948 1.60612
C 4.64782 -0.18008 -0.89810
C 2.49683 -3.60746 1.13701
C -0.22397 -4.51909 -2.19829
C -1.96559 2.99024 0.26193
H -0.55530 -5.54529 -1.98521
H -4.03706 -3.74275 -0.20508
H 4.38869 -0.86559 -0.08239
H -0.22340 3.48490 -1.71680
H -5.59665 0.90059 0.06743
H 3.49221 3.97868 -0.42318
H 4.10819 3.42773 1.11451
H -4.12527 2.96546 0.57975
H -3.38969 0.70692 -4.06918
H -4.14063 0.00715 0.57183
H -1.86122 5.03238 0.07545
H 4.91871 -0.52869 3.33815
H -3.23480 4.04582 1.65916
H -2.07718 1.44247 -3.24748
H 5.38776 1.64664 -0.08691
H 2.52117 -4.28090 1.99831
H 4.07595 -2.69626 2.94758
H 1.60939 -3.84326 0.56024
H 3.87326 -0.38324 -1.63774
H 3.95635 0.07522 2.10911
H -4.75555 1.10755 -2.15371
H 0.69760 4.06582 -0.46207
H -0.57877 -4.30874 -3.20701
H 5.67537 -0.34777 -1.20880
H 0.85714 -4.63325 -2.20377
H -3.16570 2.33951 1.92520
H -2.95103 -2.41080 0.22322
H -5.33488 -0.86341 -0.26085
H 2.39967 3.49965 0.79695
H -1.99043 -0.23452 -3.79016
H 3.24062 -0.23465 3.78829
H -0.28106 5.25945 -1.43551
H -2.04569 -5.17688 -0.39842
H -2.94550 -3.83601 1.19565
H 3.41407 -3.84185 0.58867

electronic energy = -2276.6383 hartree
multiplicity = 1
HOMO level = -5.1 eV
total charge = -1
orbital gap = 7.57 eV
E_LUMO = 0.090 Ha

Löwdin population analysis, charges in e, atoms 1 to 6: 1.70 -0.18 -0.06 -0.14 -0.19 -0.07

---

# 2
ORCA calculation (the ωB97M-V functional and the def2-TZVPD basis) on a molecular structure, C15H36BrF9N3O14S3V in a non-equilibrium geometry.

CARTESIAN COORDINATES (ANGSTROEM)
Br -0.32629 2.57460 -3.17428
V -1.38409 0.19716 -1.93471
S 2.92397 -1.22342 0.36161
S -4.41711 2.15571 -1.34561
S -2.40180 -0.61402 -5.24586
F 2.43664 0.10890 2.64814
F -0.73315 -2.75079 -5.04554
F -6.26865 1.87419 0.77036
F 1.46448 1.10954 0.90576
F -6.16208 0.15975 -0.70803
F -4.54850 0.50109 0.82079
F 3.58032 1.27764 1.01348
F -1.02844 -1.96736 -7.15129
F 0.24035 -0.93534 -5.65873
O -4.41939 4.36515 3.62095
O -2.41490 0.57983 -6.12185
O 3.52422 -2.16062 1.32454
O -0.06015 -0.77897 -2.20078
O -3.55509 1.20469 -2.04805
O 4.23560 -3.04663 -5.02734
O 3.79814 -0.85486 -0.74393
O -3.60352 -1.55547 -5.45554
O 0.47227 -1.93963 2.80086
O -5.46526 2.64257 -2.22444
O -3.78178 3.18282 -0.56495
O -2.14901 -0.35471 -3.83883
O -1.32245 0.81858 -0.46054
O 1.62652 -1.70028 -0.08387
N -1.67105 4.99766 3.27793
N 4.83150 -0.48951 -3.60985
N 2.72826 -3.02258 4.03049
C 4.71368 -3.47120 -6.22985
C -2.27076 3.71853 2.69821
C -0.84384 -1.62943 -5.79956
C -5.48589 4.05440 4.43134
C 3.31715 -1.92789 -5.14153
C 1.30100 -3.47278 4.48565
C 3.38772 -0.95469 -3.91494
C -1.12837 2.62727 2.68790
C 1.25723 -3.74475 6.01328
C -0.33498 -0.89748 2.41051
C 0.38232 -2.28613 4.18025
C -5.42260 1.11363 -0.02523
C 2.47031 0.36929 -4.21444
C 2.55519 0.40826 1.30416
C -3.49198 3.24525 3.47731
H -6.25559 4.82412 4.37492
H -6.05920 3.18077 4.12119
H 5.49787 -3.00500 -6.82634
H 2.03309 -4.46054 6.28489
H -4.06586 2.42437 3.04728
H -0.91161 2.39029 3.72951
H 3.31056 -2.54451 4.70315
H -0.27586 2.98346 2.10958
H 5.24015 -4.38052 -5.93990
H 2.95862 1.13906 -3.61685
H 3.94481 -3.77616 -6.93973
H -0.30287 -0.03382 3.07471
H 1.48418 -2.83693 6.57226
H -2.19435 5.72688 2.81480
H 0.24253 -4.08682 6.21695
H -1.39010 -1.14518 2.52659
H -3.29656 2.89262 4.49001
H 5.30216 -0.26172 -4.47396
H 0.64051 -1.43395 4.80892
H -0.70680 5.16834 3.03056
H -5.15667 4.03231 5.47020
H 3.30216 -3.81169 3.76964
H 2.59911 -2.41932 3.23081
H 2.28455 -2.26871 -5.21695
H -0.15641 -0.60437 1.37596
H 2.41494 0.63704 -5.26959
H -2.61361 4.04748 1.71723
H 1.43979 0.21819 -3.89306
H 3.55390 -1.42808 -6.08081
H 1.10245 -4.33646 3.85104
H 4.91585 0.28631 -2.96868
H -0.59048 -2.75273 4.33531
H -1.79220 5.12515 4.27250
H -1.45206 1.69503 2.22504
H 5.34147 -1.27723 -3.23631
H 3.05578 -1.41592 -2.98479

electronic energy = -7422.0106 hartree
multiplicity = 2
HOMO level (alpha / beta) = -2.1 / -3.2 eV
total charge = -1
orbital gap (alpha / beta) = 2.82 / 3.96 eV
expectation value of S² = 0.7610
E_LUMO (alpha / beta) = 0.026 / 0.026 Ha

Löwdin population analysis, charges in e, atoms 1 to 6: -0.25 0.56 0.50 0.48 0.58 0.05

---

# 3
ORCA calculation (the ωB97M-V functional and the def2-TZVPD basis) on a molecular structure, C15H36F3MgO7S4 in a non-equilibrium geometry.

CARTESIAN COORDINATES (ANGSTROEM)
S 1.17673 28.02962 -1.48947
S 1.70754 29.60275 5.40658
S 7.63170 33.10605 3.91233
S 6.60297 27.23754 1.64683
Mg 3.97979 31.07292 1.38322
F 1.24964 37.16329 -1.09764
F 3.07847 36.64291 -2.17878
F 2.98179 36.41724 -0.08873
O 6.05847 31.57924 -1.40104
O 6.54156 32.88186 2.83926
O 2.14337 33.74762 -0.49063
O 1.98769 34.34002 -2.74002
O 1.62191 28.98573 -0.38642
O 5.38988 28.08688 2.19310
O 2.34808 30.19078 4.15418
C 0.90865 28.14927 4.70324
C 1.14440 34.82538 -3.79383
C 5.79635 25.68354 0.90873
C 3.04827 28.81895 6.28369
C 1.83001 34.81666 -1.36339
C 7.59006 34.88551 4.49355
C -0.14146 27.04763 -0.71050
C 7.35065 26.34671 3.13112
C 7.38935 33.41792 -2.24770
C 2.26149 36.25293 -1.16947
C 0.13241 28.95837 -2.67457
C 1.63384 34.24143 -5.13154
C 7.87773 31.03431 -2.89042
C 6.98021 31.97885 -2.12926
C 9.14601 33.08190 2.90257
H -0.92650 27.71944 -0.36339
H 7.27065 33.89308 -1.27393
H 7.68087 29.97862 -2.70371
H 6.90802 34.07581 -2.97131
H 6.69525 25.59936 3.57838
H 7.75632 31.24276 -3.95340
H 6.81899 35.20949 5.19255
H 9.08334 34.03775 2.38245
H 8.99568 32.32200 2.13573
H 3.79091 29.55844 6.58324
H 8.26166 25.87570 2.76188
H -0.19783 28.31649 -3.49130
H 8.56582 35.18386 4.87693
H 0.78603 29.71029 -3.11670
H -0.73626 29.39740 -2.18391
H 0.10585 34.49446 -3.79496
H -0.59753 26.41107 -1.46870
H 0.00190 28.41653 4.16061
H 1.20448 34.70509 -6.01967
H 5.87828 25.73054 -0.17717
H 10.07333 32.91734 3.45130
H 0.74230 34.86392 -1.41588
H 7.74111 27.13845 3.77048
H 1.52449 33.15846 -5.07394
H 8.91287 31.24310 -2.62024
H 2.71340 34.39038 -5.11021
H 6.29754 24.80378 1.31237
H 3.43337 28.04383 5.62112
H 0.30982 26.40199 0.04290
H 7.37925 35.48940 3.61095
H 8.44864 33.35569 -2.49694
H 2.63969 28.33379 7.17014
H 4.73039 25.67410 1.13622
H 1.09321 35.91386 -3.82010
H 1.55609 27.74259 3.92636
H 0.72014 27.47872 5.54166

electronic energy = -3211.6931 hartree
multiplicity = 1
relative energy (zero: lowest compared OMol25 entry of this formula, charge and spin) = 237.3 kcal per mole
HOMO level = -9.6 eV
total charge = +1
orbital gap = 3.79 eV
E_LUMO = -0.214 Ha

natural (NBO) population analysis, charges in e, atoms 1 to 6: 1.21 1.25 1.18 1.13 1.49 -0.33

---

multiplicity of number 2 (C15H36BrF9N3O14S3V)? 2

---

Look up the total charge of the second one. -1